Record 1
Density functional theory data (wB97M-V/def2-TZVPD) for a structure of composition BrH10LiO5 in a non-equilibrium geometry.

As for the net charge: 0. The value obtained for the total energy is -2963.73418 a.u. For the energy above the lowest of the compared OMol25 structures with the same formula, charge and spin, the calculation gives 46.58 kcal per mole. The frontier orbital gap is 8.39 eV. Its HOMO energy is -10.192 eV.

Structure (XYZ):
```
17
Properties=species:S:1:pos:R:3:mulliken_charge:R:1
Li -1.04 2.95 1.51 0.85
Br -0.62 0.78 0.63 -0.88
O -2.98 -1.69 0.83 -0.58
H -3.82 -1.36 1.27 0.31
H -2.72 -0.80 0.50 0.27
O 1.18 -1.73 -1.11 -0.61
H 0.77 -2.31 -1.90 0.30
H 0.45 -1.01 -0.73 0.23
O -1.33 1.55 -2.90 -0.58
H -0.90 2.04 -3.46 0.27
H -0.78 1.56 -2.01 0.34
O 0.96 -1.08 2.71 -0.61
H 0.31 -0.61 2.04 0.32
H 1.70 -1.23 2.19 0.32
O 3.10 0.73 -0.10 -0.57
H 2.18 1.10 -0.11 0.32
H 3.53 1.12 0.62 0.29
```

---

Record 2
Density functional theory data (wB97M-V/def2-TZVPD) for a cluster of 9 separate species, BrH16O8 in total in a non-equilibrium geometry.

As for the net charge: -1. The value obtained for the total energy is -3185.59354 a.u. For the energy above the lowest of the compared OMol25 structures with the same formula, charge and spin, the calculation gives 51.33 kcal per mole. The frontier orbital gap is 9.31 eV. Its HOMO energy is -6.376 eV.

Structure (XYZ):
```
25
Properties=species:S:1:pos:R:3:mulliken_charge:R:1
Br 0.33 0.19 0.05 -0.95
O 1.46 -2.86 -1.05 -0.64
H 1.33 -2.00 -0.68 0.26
H 0.93 -2.75 -1.86 0.43
O 2.05 1.76 1.87 -0.57
H 1.67 2.33 2.47 0.30
H 1.38 1.38 1.33 0.28
O -1.60 -2.37 1.38 -0.60
H -1.17 -1.69 1.04 0.32
H -2.55 -2.39 1.05 0.29
O -3.31 1.00 0.07 -0.63
H -4.04 0.46 -0.16 0.28
H -2.47 0.72 0.23 0.38
O 3.04 -0.06 -0.88 -0.59
H 2.45 0.19 -0.22 0.25
H 3.42 -0.83 -0.80 0.26
O -0.43 -1.89 -2.73 -0.64
H -0.52 -1.04 -2.20 0.30
H -1.22 -2.01 -3.21 0.28
O -1.23 1.05 3.03 -0.61
H -0.59 0.56 3.48 0.31
H -0.82 0.81 2.12 0.23
O 0.33 3.27 -1.62 -0.66
H 1.19 3.77 -1.58 0.31
H 0.37 2.41 -1.15 0.41
```

---

Record 3
Density functional theory data (wB97M-V/def2-TZVPD) for a structure of composition BrH2NO2P in a non-equilibrium geometry.

As for the net charge: -1. The value obtained for the total energy is -3121.89914 a.u. For the energy above the lowest of the compared OMol25 structures with the same formula, charge and spin, the calculation gives 62.53 kcal per mole. The frontier orbital gap is 7.82 eV. Its HOMO energy is -4.264 eV.

Structure (XYZ):
```
7
Properties=species:S:1:pos:R:3:mulliken_charge:R:1
N 0.55 0.67 -0.68 -0.60
O -0.07 0.49 1.77 -0.60
O 0.06 -2.01 0.28 -0.79
P -0.28 -0.14 0.47 0.80
Br -2.33 0.21 -0.36 -0.35
H 0.77 0.10 -1.50 0.28
H 1.30 0.68 0.02 0.26
```